The following is a DFT calculation (the ωB97M-V functional and the def2-TZVPD basis) of a cluster of 2 separate species, C8H12ClNO2 in total at a distorted geometry.

```
24
Properties=species:S:1:pos:R:3:mulliken_charge:R:1
C 2.39 0.71 -1.72 -0.778
C 2.99 -0.04 -0.80 0.631
Cl 4.23 0.56 0.26 -0.167
C 2.66 -1.39 -0.55 0.191
N 2.42 -2.48 -0.31 -0.467
H 1.62 0.29 -2.34 0.261
H 2.65 1.74 -1.88 0.330
C -1.87 -0.89 -1.44 -1.310
C -0.96 -1.08 -0.26 0.071
C -0.30 -0.07 0.30 0.442
O 0.55 -0.14 1.37 -0.310
C 0.56 -1.32 2.13 -0.957
O -0.41 1.19 -0.21 -0.361
C 0.02 2.27 0.60 -0.661
H -2.13 0.16 -1.54 0.308
H -2.78 -1.47 -1.31 0.374
H -1.39 -1.21 -2.36 0.248
H -0.82 -2.08 0.09 0.373
H -0.45 -1.57 2.49 0.392
H 1.21 -1.12 2.98 0.235
H 0.96 -2.16 1.56 0.353
H 1.11 2.28 0.69 0.249
H -0.42 2.22 1.60 0.297
H -0.32 3.17 0.10 0.254
```

Results
**SMILES**: C=C(Cl)C#N.CC=C(OC)OC
**Net charge**: 0
**HOMO-LUMO gap**: 0.305 Ha
**Energy relative to the best compared isomer or geometry (same formula, charge and spin)**: 1.247 eV
**HOMO level**: -8.110 eV

***

The following is a DFT calculation (the ωB97M-V functional and the def2-TZVPD basis) of a cluster of 2 separate species, C8H12ClNO2 in total at a distorted geometry.

```
24
Properties=species:S:1:pos:R:3:mulliken_charge:R:1
C -0.40 0.48 -2.62 -0.595
C -1.44 1.09 -1.92 -0.423
C 0.81 0.83 -1.97 0.420
C 0.52 1.59 -0.83 -0.691
C 1.55 0.00 1.96 -1.342
C -1.43 -0.01 2.22 -0.667
C -0.02 -2.16 -0.48 -0.580
C 0.58 -0.54 1.06 0.922
N -0.89 1.75 -0.79 0.019
O -0.76 -0.60 1.22 -0.236
O 1.07 -1.48 0.23 -0.367
Cl 2.40 0.33 -2.44 -0.210
H -0.57 -0.18 -3.43 0.478
H -2.53 0.95 -2.14 0.306
H 1.26 0.88 2.53 0.426
H 2.41 0.21 1.25 0.313
H 1.91 -0.74 2.64 0.372
H -2.43 -0.46 2.38 0.215
H 1.22 2.15 -0.17 0.403
H -0.90 0.50 3.06 0.228
H -0.58 -2.68 0.33 0.263
H 0.32 -2.80 -1.27 0.291
H -0.69 -1.35 -0.72 0.192
H -1.45 2.22 -0.09 0.265
```

Results
**Net charge**: 0
**HOMO-LUMO gap (alpha / beta)**: 0.250 / 0.292 Ha
**Energy relative to the best compared isomer or geometry (same formula, charge and spin)**: 3.838 eV
**HOMO level (alpha / beta)**: -6.110 / -7.074 eV

***

The following is a DFT calculation (the ωB97M-V functional and the def2-TZVPD basis) of a structure of composition C8H12ClO8V at a distorted geometry.

```
30
Properties=species:S:1:pos:R:3:mulliken_charge:R:1
V -0.06 0.30 0.60 0.834
C -1.15 -1.81 -2.67 -1.449
C -0.72 -1.11 -1.41 1.261
O -1.52 -0.96 -0.44 -0.570
O 0.43 -0.62 -1.28 -0.505
H -0.44 -2.57 -2.99 0.349
H -1.22 -1.05 -3.45 0.353
H -2.15 -2.22 -2.53 0.299
C 3.31 2.37 1.78 -1.242
C 2.10 1.58 1.37 1.210
O 1.11 1.45 2.13 -0.598
O 2.07 0.98 0.25 -0.533
H 3.78 2.83 0.91 0.303
H 4.04 1.69 2.22 0.284
H 3.05 3.13 2.52 0.311
C -2.51 2.37 -1.80 -0.768
C -1.36 2.92 -0.97 0.491
O -0.57 2.06 -0.48 -0.503
O -1.25 4.15 -0.88 -0.733
H -2.27 2.45 -2.87 0.215
H -3.43 2.92 -1.62 0.292
H -2.71 1.31 -1.60 0.172
C 0.10 -3.77 1.41 -0.733
C 1.04 -2.62 1.78 0.534
O 2.10 -2.88 2.37 -0.729
O 0.60 -1.47 1.48 -0.551
H 0.60 -4.74 1.48 0.296
H -0.30 -3.60 0.41 0.119
H -0.73 -3.77 2.12 0.206
Cl -1.93 0.68 2.18 -0.616
```

Results
**2S+1**: 3
**⟨S²⟩**: 2.013
**Net charge**: -2
**HOMO-LUMO gap (alpha / beta)**: 0.280 / 0.292 Ha
**Energy relative to the best compared isomer or geometry (same formula, charge and spin)**: 0.000 eV
**HOMO level (alpha / beta)**: -2.402 / -2.725 eV

***

The following is a DFT calculation (the ωB97M-V functional and the def2-TZVPD basis) of a structure of composition C8H12F24NaO6P4 at a distorted geometry.

```
55
Properties=species:S:1:pos:R:3:mulliken_charge:R:1
Na -0.24 0.18 0.31 1.002
P -3.92 1.00 1.02 1.466
F -4.52 -0.14 1.98 -0.379
F -3.58 1.96 2.30 -0.433
F -2.41 0.42 1.13 -0.592
F -3.42 2.18 0.01 -0.360
F -4.16 0.00 -0.26 -0.359
F -5.42 1.60 0.84 -0.412
P -1.39 0.75 -3.77 1.644
F -2.30 2.00 -3.28 -0.389
F -1.94 0.95 -5.30 -0.396
F -0.18 1.76 -4.13 -0.431
F -0.51 -0.53 -4.27 -0.401
F -0.84 0.58 -2.25 -0.663
F -2.61 -0.28 -3.47 -0.345
P -1.79 -3.30 -0.47 1.413
F -2.79 -3.13 0.81 -0.359
F -2.02 -4.90 -0.36 -0.412
F -3.08 -3.16 -1.46 -0.411
F -0.83 -3.52 -1.76 -0.407
F -1.53 -1.70 -0.60 -0.368
F -0.52 -3.42 0.52 -0.351
P 0.31 -1.04 3.50 1.383
F 1.02 -0.29 2.24 -0.434
F 1.56 -0.68 4.47 -0.413
F -0.50 0.29 3.92 -0.414
F -0.47 -1.81 4.70 -0.409
F -0.86 -1.35 2.41 -0.370
F 1.08 -2.41 3.08 -0.400
C 4.52 -2.59 2.29 -1.212
C 4.48 -2.09 0.83 0.306
C 4.15 -3.14 -0.25 -0.453
O 2.97 -2.65 -0.82 -0.368
C 2.57 -1.48 -0.23 0.494
O 1.66 -0.86 -0.60 -0.319
O 3.44 -1.13 0.74 -0.321
H 3.53 -2.81 2.67 0.280
H 4.99 -1.75 2.80 0.331
H 5.24 -3.41 2.33 0.389
H 5.41 -1.60 0.53 0.228
H 4.07 -4.12 0.21 0.268
H 4.91 -3.25 -1.03 0.284
C -1.34 4.52 0.09 -1.595
C -0.84 3.50 -0.86 1.099
C -0.03 4.03 -2.08 -0.426
O 1.25 3.49 -1.86 -0.379
C 1.27 2.62 -0.82 0.631
O 2.23 2.00 -0.49 -0.550
O 0.06 2.57 -0.24 -0.255
H -0.52 4.84 0.75 0.404
H -2.15 4.20 0.75 0.229
H -1.77 5.41 -0.39 0.366
H -1.66 2.86 -1.21 0.005
H -0.01 5.12 -2.00 0.323
H -0.54 3.69 -2.98 0.239
```

Results
**Net charge**: -3
**HOMO-LUMO gap**: 0.323 Ha
**Energy relative to the best compared isomer or geometry (same formula, charge and spin)**: 0.000 eV
**HOMO level**: -3.336 eV

***

The following is a DFT calculation (the ωB97M-V functional and the def2-TZVPD basis) of the ion C8H12F3N2 with charge +1 at a distorted geometry.

```
25
Properties=species:S:1:pos:R:3:mulliken_charge:R:1
C 0.14 2.96 0.56 -1.010
C 0.25 1.93 -0.23 0.193
N -0.79 1.27 -0.93 -0.100
C -1.19 0.01 -0.89 0.701
C -2.59 -0.37 -1.33 -1.538
N -0.42 -0.85 -0.29 -0.123
C 0.32 -1.46 0.55 0.838
C 1.38 -2.43 0.07 -1.171
C -0.14 -1.20 1.95 -1.244
C 1.97 1.17 -0.51 0.656
F 2.35 0.66 0.74 -0.221
F 2.71 2.21 -0.87 -0.196
F 1.99 0.22 -1.44 -0.212
H -0.72 3.48 0.71 0.422
H 1.07 3.44 1.05 0.225
H -1.43 1.99 -1.43 0.352
H -3.32 0.34 -1.16 0.457
H -2.75 -0.50 -2.40 0.358
H -2.84 -1.25 -0.93 0.434
H 0.99 -3.05 -0.76 0.360
H 1.49 -3.03 0.99 0.374
H 2.27 -2.08 -0.21 0.348
H -1.11 -0.79 1.95 0.365
H -0.19 -2.18 2.36 0.468
H 0.57 -0.52 2.47 0.261
```

Results
**SMILES**: C=C(/[NH+]=C(/C)N=C(C)C)C(F)(F)F
**Net charge**: +1
**HOMO-LUMO gap**: 0.374 Ha
**Energy relative to the best compared isomer or geometry (same formula, charge and spin)**: 0.288 eV
**HOMO level**: -13.615 eV

***

The following is a DFT calculation (the ωB97M-V functional and the def2-TZVPD basis) of a structure of composition C8H12N2O2 at a distorted geometry.

```
24
Properties=species:S:1:pos:R:3:mulliken_charge:R:1
C -0.44 -0.48 1.59 0.475
C -1.61 1.41 2.23 -0.519
C -0.26 1.93 1.96 -0.627
C 0.30 0.71 1.03 -0.396
C 0.34 0.13 -1.27 0.507
C 0.49 -1.19 -3.25 -0.940
C 1.90 -1.28 -2.61 -0.368
C 1.58 -0.78 -1.16 -0.601
H -2.41 1.82 1.67 0.310
H -2.26 1.93 3.41 0.237
H 0.17 2.23 2.97 0.258
H -0.25 2.95 1.48 0.290
H 1.16 0.40 1.33 0.563
H -1.34 1.30 -0.44 0.415
H -0.18 -2.01 -3.21 0.359
H 0.25 -0.91 -4.09 0.566
H 2.79 -0.59 -3.13 0.268
H 1.86 -2.29 -2.45 0.322
H 1.19 -1.81 -0.40 0.158
H 2.40 -0.25 -0.84 0.472
N -0.06 1.01 -0.36 -0.266
N -0.25 -0.14 -2.36 -0.790
O -0.29 -1.55 1.61 -0.324
O -1.59 0.10 2.33 -0.370
```

Results
**Net charge**: 0
**HOMO-LUMO gap**: 0.347 Ha
**Energy relative to the best compared isomer or geometry (same formula, charge and spin)**: 8.631 eV
**HOMO level**: -8.817 eV

***

Which formula does entry 4 have?
C8H12F24NaO6P4